# 1
{
  "formula": "C7H12N2O",
  "method": "wB97M-V/def2-TZVPD",
  "smiles": "CC[C@]1(C(N)=O)C=CCN1",
  "orbital_gap_ev": 9.6455,
  "total_energy_ha": -458.6167,
  "relative_energy_kcal_mol": 45.30,
  "symbols": ["C", "C", "C", "N", "C", "C", "C", "C", "N", "H", "H", "H", "H", "H", "H", "H", "H", "H", "H", "O", "H", "H"],
  "xyz": [[1.95153, -1.54687, 0.16177], [0.77027, -1.12140, -0.70239], [-0.13300, -0.03647, -0.08615], [-1.14789, 0.41431, -1.05258], [-2.43553, 0.59102, -0.37891], [-2.25686, -0.18203, 0.89531], [-0.98091, -0.52276, 1.06921], [0.70633, 1.15496, 0.39353], [1.55894, 1.80931, -0.39784], [2.38686, -2.47912, -0.22189], [2.74681, -0.78730, 0.16659], [1.64931, -1.72392, 1.20377], [1.13243, -0.75817, -1.67711], [0.11862, -1.98370, -0.90545], [-0.86063, 1.22113, -1.59415], [-2.66953, 1.64986, -0.15784], [-3.26357, 0.20224, -0.99294], [-3.07960, -0.42186, 1.56859], [-0.56531, -1.05851, 1.92098], [0.99898, 1.41793, 1.59217], [1.28399, 1.84864, -1.37219], [2.08878, 2.31270, 0.56751]]
}

# 2
{
  "formula": "C8H12N2OS",
  "method": "wB97M-V/def2-TZVPD",
  "orbital_gap_ev": 8.5056,
  "total_energy_ha": -894.8701,
  "relative_energy_kcal_mol": 85.25,
  "symbols": ["C", "C", "C", "C", "C", "C", "C", "C", "N", "N", "O", "S", "H", "H", "H", "H", "H", "H", "H", "H", "H", "H", "H", "H"],
  "xyz": [[-2.27922, -0.64701, 0.35489], [-0.58542, 1.96977, 0.12123], [-3.26833, 0.17725, 0.44482], [-0.05038, -1.43768, -0.84210], [-0.41689, 0.02668, 1.36075], [0.36563, -0.17897, 0.09784], [2.63643, -0.66696, -0.85971], [1.89656, -0.20404, 0.37658], [-0.63195, 1.43260, 1.41432], [0.03649, 1.02399, -0.57426], [-1.08615, 3.00503, -0.23607], [-1.80820, -1.94457, -0.73168], [-3.95909, 0.00880, -0.44960], [-3.29694, 1.04717, 1.13161], [0.23251, -1.11438, -1.84488], [0.68367, -2.37271, -0.76197], [-0.28162, -0.46555, 2.29126], [2.15503, -0.31897, -1.79438], [2.61628, -1.75133, -0.93645], [3.60385, -0.27927, -0.91491], [2.24869, 0.77715, 0.62073], [2.08341, -0.88807, 1.18663], [-1.22224, 1.66592, 2.07531], [0.32787, 1.13516, -1.52993]]
}

Question: What is the formula in the second record?
Answer: C8H12N2OS